Record 1
Density functional theory data (the ωB97M-V functional and the def2-TZVPD basis) for C25H17AsAuFNO6S2 as an isolated structure.

Atoms and positions in Å:
Au  -0.523  0.087  0.210
S  -0.355  4.754  2.113
C  0.139  3.985  3.583
C  0.491  4.544  4.808
C  0.867  3.692  5.830
C  0.895  2.305  5.639
C  0.543  1.750  4.426
C  0.157  2.599  3.387
N  -0.216  2.177  2.129
C  -0.505  3.161  1.349
C  -0.927  3.053  -0.061
C  -1.294  4.223  -0.734
C  -1.712  4.186  -2.050
C  -1.769  2.962  -2.704
C  -1.403  1.800  -2.042
C  -0.967  1.802  -0.710
H  0.477  5.615  4.958
H  1.149  4.103  6.790
H  1.201  1.664  6.456
H  0.567  0.681  4.253
H  -1.260  5.180  -0.225
H  -1.994  5.099  -2.558
H  -2.103  2.910  -3.734
H  -1.461  0.854  -2.567
O  0.086  -3.133  -0.832
As  -1.172  -3.170  0.364
O  -1.160  -4.407  1.400
O  -0.250  -1.762  1.329
C  -2.736  -2.002  0.402
C  -3.107  -1.328  1.554
C  -4.298  -0.612  1.561
C  -5.107  -0.572  0.434
C  -4.744  -1.262  -0.717
C  -3.563  -1.975  -0.710
S  -2.897  -2.918  -2.050
O  -3.892  -3.339  -2.992
O  -2.331  -4.045  -1.237
O  -1.820  -2.087  -2.578
H  -0.295  -2.758  -1.652
H  -2.471  -1.350  2.429
H  -4.590  -0.076  2.455
H  -6.030  -0.008  0.452
H  -5.367  -1.259  -1.601
F  4.418  -2.518  4.098
C  3.267  -2.344  3.395
C  2.181  -3.142  3.685
C  1.002  -2.959  2.977
C  0.937  -1.984  1.986
C  2.048  -1.201  1.701
C  3.225  -1.375  2.416
H  2.260  -3.898  4.455
H  0.136  -3.581  3.156
H  1.977  -0.451  0.922
H  4.099  -0.771  2.215

## Properties
Energy above the lowest of the compared OMol25 structures with the same formula, charge and spin (kcal per mole): 0.0
Charge: -1

---

Record 2
Density functional theory data (the ωB97M-V functional and the def2-TZVPD basis) for C25H17BrCl5IrO3PS as an isolated structure.

Atoms and positions in Å:
Ir  -0.462  -0.281  -2.128
O  0.898  1.823  -1.408
S  -0.283  2.541  -0.918
O  -0.464  3.884  -1.401
O  -1.451  1.650  -1.083
C  -0.051  2.710  0.848
C  -0.005  3.995  1.364
C  0.211  4.197  2.718
C  0.379  3.107  3.557
C  0.319  1.826  3.031
C  0.104  1.609  1.674
P  -0.052  -0.103  1.024
C  1.501  -0.850  1.603
C  1.555  -2.230  1.793
C  2.758  -2.858  2.062
C  3.931  -2.120  2.127
C  3.890  -0.751  1.924
C  2.685  -0.118  1.663
C  -1.299  -0.729  2.207
C  -1.019  -1.369  3.412
C  -2.048  -1.751  4.257
C  -3.365  -1.488  3.911
C  -3.650  -0.852  2.712
C  -2.625  -0.481  1.859
H  -0.136  4.826  0.690
H  0.245  5.203  3.114
H  0.548  3.249  4.616
H  0.436  0.977  3.692
H  0.650  -2.821  1.726
H  2.780  -3.931  2.209
H  4.872  -2.615  2.325
H  4.801  -0.167  1.962
H  2.669  0.950  1.491
H  0.006  -1.582  3.685
H  -1.820  -2.257  5.188
H  -4.169  -1.783  4.573
H  -4.676  -0.653  2.432
H  -2.849  -0.010  0.911
Cl  -0.510  -2.936  -4.215
C  -0.638  -1.416  -5.053
C  -0.644  -0.239  -4.318
C  -0.746  0.941  -5.065
Cl  -0.818  2.468  -4.242
C  -0.814  0.948  -6.455
Cl  -0.927  2.426  -7.334
C  -0.786  -0.258  -7.148
Cl  -0.849  -0.268  -8.871
C  -0.703  -1.452  -6.442
Cl  -0.675  -2.944  -7.313
Br  -2.667  -1.451  -1.708
C  1.279  -1.482  -1.841
H  1.621  -1.794  -2.829
H  0.990  -2.354  -1.254
H  2.074  -0.938  -1.333

## Properties
Charge: -1
E_tot (Eh): -6907.45031
2S+1: 5

---

Record 3
Density functional theory data (the ωB97M-V functional and the def2-TZVPD basis) for C25H17Cl5I2N3O4SW as an isolated structure.

Atoms and positions in Å:
W  -0.592  -0.104  0.078
I  -0.474  -7.837  -0.008
C  -0.567  -5.774  -0.258
C  -0.459  -5.231  -1.531
C  -0.517  -3.855  -1.709
I  -0.314  -2.992  -3.584
C  -0.697  -3.057  -0.590
O  -0.769  -1.696  -0.729
C  -0.794  -3.578  0.697
C  -0.988  -2.656  1.869
N  -0.085  -1.462  1.787
C  -0.037  -0.755  3.096
C  0.284  0.699  2.906
C  0.830  1.514  3.876
C  1.043  2.857  3.589
C  0.697  3.360  2.343
C  0.141  2.497  1.423
N  -0.051  1.196  1.704
C  -0.723  -4.953  0.853
H  -0.323  -5.875  -2.389
H  -0.777  -3.202  2.791
H  -2.008  -2.271  1.922
H  0.850  -1.843  1.627
H  0.681  -1.236  3.762
H  -1.024  -0.834  3.550
H  1.094  1.105  4.842
H  1.482  3.505  4.335
H  0.855  4.396  2.084
H  -0.154  2.833  0.434
H  -0.794  -5.387  1.842
N  1.654  -0.048  -0.143
C  2.275  0.795  -1.181
C  1.673  0.907  -2.423
C  2.226  1.768  -3.360
C  3.358  2.502  -3.047
C  3.975  2.350  -1.813
C  3.438  1.484  -0.874
S  4.053  3.653  -4.270
O  5.043  2.823  -4.922
O  4.578  4.715  -3.438
O  2.898  3.996  -5.074
H  2.054  0.270  0.740
H  2.004  -1.004  -0.249
H  0.818  0.294  -2.685
H  1.778  1.903  -4.337
H  4.858  2.938  -1.600
H  3.903  1.372  0.102
Cl  -3.432  -0.007  2.833
C  -3.715  0.435  1.186
C  -2.640  0.515  0.303
C  -2.969  0.957  -0.967
Cl  -1.481  1.180  -1.911
C  -4.221  1.247  -1.458
Cl  -4.452  1.767  -3.066
C  -5.274  1.103  -0.549
Cl  -6.867  1.433  -1.059
C  -5.020  0.712  0.776
Cl  -6.324  0.578  1.876

## Properties
Charge: +1
E_tot (Eh): -4789.44455

---

Record 4
Density functional theory data (the ωB97M-V functional and the def2-TZVPD basis) for C25H17MnN3S as an isolated structure in a non-equilibrium geometry.

Atoms and positions in Å:
Mn  -0.529  -0.278  -0.151
S  2.842  -4.367  -1.235
C  1.903  -3.414  -2.428
C  2.084  -3.958  -3.707
C  1.500  -3.410  -4.831
C  0.685  -2.291  -4.715
C  0.483  -1.754  -3.466
C  1.095  -2.282  -2.329
N  0.735  -1.661  -1.088
C  1.374  -1.716  0.008
C  2.783  -1.594  1.838
C  3.871  -1.569  2.696
C  3.687  -1.086  3.987
C  2.435  -0.651  4.411
C  1.342  -0.685  3.548
C  1.530  -1.156  2.261
H  2.708  -4.841  -3.808
H  1.671  -3.866  -5.797
H  0.205  -1.859  -5.583
H  -0.166  -0.897  -3.340
H  4.852  -1.911  2.372
H  4.527  -1.051  4.671
H  2.313  -0.281  5.422
H  0.366  -0.346  3.882
C  -5.902  -0.041  0.283
C  -4.887  0.769  -0.214
C  -3.581  0.327  -0.154
C  -3.278  -0.912  0.404
C  -4.289  -1.730  0.893
C  -5.601  -1.284  0.827
N  -1.909  -1.268  0.459
N  -1.609  -2.498  0.974
C  -0.356  -2.556  1.257
C  0.208  -3.905  1.491
C  1.421  -4.346  1.145
C  2.617  -3.714  0.435
C  2.721  -2.174  0.429
C  0.539  -1.359  1.155
H  -6.929  0.301  0.243
H  -5.116  1.734  -0.647
H  -2.799  0.963  -0.550
H  -4.040  -2.698  1.307
H  -6.398  -1.915  1.203
H  -0.496  -4.633  1.882
H  1.591  -5.402  1.337
H  3.514  -4.109  0.911
H  3.542  -1.874  -0.219

## Properties
Charge: +1
E_tot (Eh): -2675.92374

---

Repeat the first record exactly.
Density functional theory data (the ωB97M-V functional and the def2-TZVPD basis) for C25H17AsAuFNO6S2 as an isolated structure.

Atoms and positions in Å:
Au  -0.523  0.087  0.210
S  -0.355  4.754  2.113
C  0.139  3.985  3.583
C  0.491  4.544  4.808
C  0.867  3.692  5.830
C  0.895  2.305  5.639
C  0.543  1.750  4.426
C  0.157  2.599  3.387
N  -0.216  2.177  2.129
C  -0.505  3.161  1.349
C  -0.927  3.053  -0.061
C  -1.294  4.223  -0.734
C  -1.712  4.186  -2.050
C  -1.769  2.962  -2.704
C  -1.403  1.800  -2.042
C  -0.967  1.802  -0.710
H  0.477  5.615  4.958
H  1.149  4.103  6.790
H  1.201  1.664  6.456
H  0.567  0.681  4.253
H  -1.260  5.180  -0.225
H  -1.994  5.099  -2.558
H  -2.103  2.910  -3.734
H  -1.461  0.854  -2.567
O  0.086  -3.133  -0.832
As  -1.172  -3.170  0.364
O  -1.160  -4.407  1.400
O  -0.250  -1.762  1.329
C  -2.736  -2.002  0.402
C  -3.107  -1.328  1.554
C  -4.298  -0.612  1.561
C  -5.107  -0.572  0.434
C  -4.744  -1.262  -0.717
C  -3.563  -1.975  -0.710
S  -2.897  -2.918  -2.050
O  -3.892  -3.339  -2.992
O  -2.331  -4.045  -1.237
O  -1.820  -2.087  -2.578
H  -0.295  -2.758  -1.652
H  -2.471  -1.350  2.429
H  -4.590  -0.076  2.455
H  -6.030  -0.008  0.452
H  -5.367  -1.259  -1.601
F  4.418  -2.518  4.098
C  3.267  -2.344  3.395
C  2.181  -3.142  3.685
C  1.002  -2.959  2.977
C  0.937  -1.984  1.986
C  2.048  -1.201  1.701
C  3.225  -1.375  2.416
H  2.260  -3.898  4.455
H  0.136  -3.581  3.156
H  1.977  -0.451  0.922
H  4.099  -0.771  2.215

## Properties
Energy above the lowest of the compared OMol25 structures with the same formula, charge and spin (kcal per mole): 0.0
Charge: -1